1.
Formula: C6H10
Source: the OMol25 dataset
Level of theory: the ωB97M-V functional and the def2-TZVPD basis

Each line ends with the Mulliken charge.
Positions of all 16 atoms, in Å:
1 C -1.754 -1.138 -1.842  -1.515
2 C -1.048 -1.176 -0.494  -0.106
3 C 2.000 1.599 2.194  -0.714
4 C 1.569 1.337 0.980  0.029
5 C 0.596 0.280 0.652  0.088
6 C 0.038 -0.046 -0.501  -0.156
7 H -2.418 -0.327 -2.005  0.405
8 H -2.420 -1.966 -1.999  0.372
9 H -1.050 -1.080 -2.668  0.393
10 H -0.437 -2.158 -0.291  0.352
11 H -1.835 -1.022 0.222  0.367
12 H 2.644 2.452 2.536  0.281
13 H 1.659 1.189 3.086  0.306
14 H 1.936 2.019 0.196  0.305
15 H 0.391 -0.428 1.538  0.284
16 H 0.129 0.464 -1.603  0.309

## Properties
- HOMO level (spin up / spin down): -15.22 / -15.89 eV
- Energy relative to the best compared isomer or geometry (same formula, charge and spin): 128.65 kJ/mol
- E_LUMO (spin up / spin down): -4.8 / -8.4 eV
- Expectation value of S²: 0.78
- Kohn-Sham gap (spin up / spin down): 10.40 / 7.48 eV
- Total charge: +1
- 2S+1: 2
- Total energy: -234.2169 hartree

---

2.
Formula: C4H8O3S
Source: the OMol25 dataset
Level of theory: the ωB97M-V functional and the def2-TZVPD basis

Each line ends with the Mulliken charge.
Positions of all 16 atoms, in Å:
1 C -0.602 0.331 -0.835  -0.596
2 C -1.087 -0.510 0.419  0.119
3 C 0.368 -0.487 0.862  -0.513
4 C 0.546 0.850 0.206  -0.001
5 H 0.339 -1.293 -1.400  0.421
6 H -1.326 0.960 -1.231  0.511
7 H -1.346 -1.577 0.364  0.334
8 H -2.731 0.606 0.808  0.340
9 H 0.516 -0.329 1.926  0.460
10 H 2.035 -1.039 0.271  0.370
11 H 0.094 1.700 0.725  0.342
12 H 1.901 1.379 -1.717  0.171
13 O -0.082 -0.518 -1.750  -0.532
14 O -2.004 0.151 1.294  -0.557
15 O 1.169 -1.446 0.309  -0.525
16 S 2.210 1.222 -0.251  -0.343

## Properties
- HOMO level: -9.40 eV
- Energy relative to the best compared isomer or geometry (same formula, charge and spin): 266.28 kJ/mol
- E_LUMO: 0.6 eV
- Kohn-Sham gap: 9.99 eV
- Total charge: 0
- Total energy: -781.0318 hartree
- SMILES string: O[C@@H]1[C@@H](O)[C@@H](S)[C@H]1O

---

3.
Formula: C32H39As2CoN2S3
Source: the OMol25 dataset
Level of theory: the ωB97M-V functional and the def2-TZVPD basis

Each line ends with the Mulliken charge.
Positions of all 79 atoms, in Å:
1 Co 0.486 -1.015 0.395  0.595
2 C -0.199 -0.623 3.478  -1.193
3 N -0.694 -0.180 2.164  2.449
4 C -2.001 -0.755 1.846  -0.557
5 C -1.969 -2.285 1.760  -1.307
6 N -0.779 -2.832 1.069  2.032
7 C -1.143 -3.588 -0.136  -1.353
8 C -0.010 -3.716 1.943  -1.460
9 C -0.642 -4.809 2.534  -0.312
10 C 0.041 -5.686 3.358  -0.958
11 C 1.397 -5.470 3.588  -0.451
12 C 2.037 -4.398 3.003  -0.758
13 C 1.360 -3.487 2.164  0.986
14 S 2.228 -2.146 1.499  -0.516
15 C -0.730 1.272 2.154  -2.437
16 C -1.630 1.967 2.859  -0.301
17 C -1.537 3.411 3.005  -1.373
18 C -0.617 4.126 2.360  -0.936
19 C 1.775 3.740 1.513  -0.132
20 C 0.354 1.974 1.410  2.412
21 S 1.926 2.187 2.479  -0.450
22 H -0.895 -0.346 4.283  0.370
23 H 0.764 -0.155 3.667  0.072
24 H -0.050 -1.701 3.482  0.240
25 H -2.303 -0.335 0.887  0.156
26 H -2.764 -0.492 2.595  0.412
27 H -2.881 -2.597 1.241  0.285
28 H -2.013 -2.690 2.771  0.513
29 H -1.779 -4.454 0.096  0.401
30 H -0.230 -3.942 -0.612  0.209
31 H -1.665 -2.937 -0.836  0.200
32 H -1.699 -4.974 2.348  0.364
33 H -0.476 -6.523 3.810  0.365
34 H 1.950 -6.145 4.232  0.361
35 H 3.090 -4.217 3.179  0.438
36 H -2.415 1.458 3.405  0.356
37 H -2.228 3.892 3.688  0.385
38 H -0.549 5.200 2.488  0.304
39 H 2.260 3.539 0.552  0.505
40 C -3.003 1.071 -2.115  -0.886
41 As -1.829 -0.505 -2.258  0.709
42 C -2.771 -1.325 -3.817  -1.293
43 C -0.385 0.230 -3.350  0.295
44 C -0.655 1.207 -4.305  -0.359
45 C 0.328 1.671 -5.163  -0.856
46 C 1.608 1.147 -5.082  -0.850
47 C 1.892 0.182 -4.129  -0.559
48 C 0.919 -0.279 -3.245  -0.145
49 As 1.404 -1.565 -1.837  1.457
50 C 1.619 -3.149 -3.019  -1.351
51 C 3.303 -1.152 -1.669  -1.549
52 H -2.480 1.836 -1.543  -0.212
53 H -3.900 0.785 -1.565  0.432
54 H -3.304 1.475 -3.083  0.501
55 H -2.885 -0.608 -4.633  0.403
56 H -3.755 -1.696 -3.524  0.430
57 H -2.178 -2.168 -4.175  0.283
58 H -1.655 1.616 -4.389  0.213
59 H 0.094 2.434 -5.896  0.378
60 H 2.385 1.498 -5.751  0.384
61 H 2.902 -0.203 -4.059  0.214
62 H 2.220 -2.902 -3.895  0.425
63 H 0.642 -3.510 -3.343  0.301
64 H 2.115 -3.936 -2.449  0.393
65 H 3.860 -1.308 -2.594  0.521
66 H 3.707 -1.792 -0.886  0.462
67 H 3.396 -0.117 -1.341  0.323
68 S 0.672 1.215 -0.187  -0.379
69 C 0.265 3.523 1.297  0.793
70 C 2.195 5.048 2.051  -0.812
71 C 1.812 6.202 1.443  -0.271
72 C 0.970 6.350 0.310  -0.549
73 C 0.136 5.414 -0.346  -0.746
74 C -0.210 4.146 0.023  -0.351
75 H 2.832 5.074 2.927  0.327
76 H 2.222 7.128 1.839  0.320
77 H 0.955 7.348 -0.114  0.310
78 H -0.335 5.785 -1.252  0.349
79 H -0.878 3.565 -0.599  0.028

## Properties
- HOMO level (spin up / spin down): -3.24 / -3.01 eV
- E_LUMO (spin up / spin down): 2.7 / 1.8 eV
- Expectation value of S²: 3.82
- Kohn-Sham gap (spin up / spin down): 5.90 / 4.82 eV
- Total charge: -1
- 2S+1: 4
- Total energy: -8401.1160 hartree

---

4.
Formula: C5H7NO
Source: the OMol25 dataset
Level of theory: the ωB97M-V functional and the def2-TZVPD basis

Each line ends with the Mulliken charge.
Positions of all 14 atoms, in Å:
1 C -0.215 -1.112 1.451  -1.606
2 C -0.409 -0.495 0.070  1.179
3 C -1.642 0.352 -0.300  -1.031
4 C -1.136 1.208 -1.213  -0.347
5 N 0.327 1.112 -1.355  -0.001
6 C 0.752 0.262 -0.474  -0.039
7 O 2.014 0.273 -0.070  -0.511
8 H -1.193 -1.391 1.847  0.417
9 H 0.231 -0.405 2.162  0.390
10 H 0.408 -2.019 1.425  0.357
11 H -0.554 -1.322 -0.651  0.215
12 H 2.045 -0.183 0.785  0.340
13 H -1.579 2.004 -1.799  0.389
14 H 0.950 1.717 -1.878  0.248

## Properties
- HOMO level: -7.24 eV
- Energy relative to the best compared isomer or geometry (same formula, charge and spin): 353.34 kJ/mol
- E_LUMO: 0.3 eV
- Kohn-Sham gap: 7.57 eV
- Total charge: 0
- Total energy: -324.5899 hartree

---

5.
Formula: C2H6BrN3
Source: the OMol25 dataset
Level of theory: the ωB97M-V functional and the def2-TZVPD basis

Each line ends with the Mulliken charge.
Positions of all 12 atoms, in Å:
1 C -1.381 1.384 -0.026  0.271
2 C 1.735 -2.016 0.119  0.396
3 N -0.883 0.346 -0.554  -0.153
4 N -2.418 2.110 -0.482  -0.229
5 N 2.761 -1.699 0.795  -0.357
6 Br 0.971 -3.463 -0.441  0.275
7 H -0.805 1.814 0.957  0.303
8 H -1.138 -0.286 -1.244  0.296
9 H -2.591 3.040 -0.119  0.287
10 H -2.818 1.994 -1.307  0.226
11 H 3.244 -0.715 0.978  0.345
12 H 3.322 -2.509 1.324  0.340

## Properties
- HOMO level (spin up / spin down): -19.94 / -18.24 eV
- Energy relative to the best compared isomer or geometry (same formula, charge and spin): 429.33 kJ/mol
- E_LUMO (spin up / spin down): -10.1 / -11.8 eV
- Kohn-Sham gap (spin up / spin down): 9.87 / 6.42 eV
- Total charge: +2
- Total energy: -2817.2379 hartree